1.
Molecular formula: C23H51Br2ClN7O6P2
Method: DFT, ωB97M-V with the def2-TZVPD basis set

Computed properties:
LUMO energy in eV: -3.96
HOMO energy in eV: -11.5
Largest force on an atom in eV/A: 4.39
Net charge: +1
Total energy in a.u.: -8032.1722
Orbital gap in eV: 7.586

Each line ends with the Mulliken charge.
Atoms and positions in Å:
Br: 1.0119 -6.0428 0.9715  -0.082
Br: 2.3055 -3.5417 1.4898  0.129
Cl: -2.3622 -2.2772 1.2148  0.084
P: -0.8817 2.0691 -0.0701  0.948
P: -2.2610 -3.5407 -1.2083  0.149
O: -1.5479 2.1756 1.2771  -0.873
O: 1.0784 -4.0817 -3.4653  -0.631
O: -1.9716 3.0207 -1.0098  -0.643
O: 0.4905 3.0160 -0.3120  -0.527
O: 4.1070 5.3045 2.5598  -0.537
O: -2.8164 -3.1475 -2.7389  -0.468
N: -4.9321 -1.3771 -1.5397  -0.433
N: -5.3374 -1.1834 0.8854  -0.552
N: 0.4828 0.0842 -4.4102  -0.613
N: -3.7630 -4.0309 -0.3640  -0.531
N: 1.4867 -0.2989 -1.2810  -0.155
N: -1.4673 -2.0669 -0.3259  -0.120
N: -5.6234 0.6415 -0.5688  -0.825
C: 3.5263 7.2237 1.2260  -1.338
C: 3.0813 7.1626 3.6970  -1.421
C: -0.4876 -0.0826 -3.5594  -0.869
C: 3.1478 6.3511 2.4129  0.746
C: 0.7394 -3.1748 -1.2580  -1.253
C: 0.5869 -2.8779 -2.7941  0.221
C: 2.2836 1.0536 1.1156  -0.667
C: 2.1726 2.2459 2.1607  -1.480
C: -4.7212 -0.5502 -0.3395  0.846
C: -1.9942 -0.6611 -0.6794  -0.379
C: 2.6911 -0.6679 -1.4462  1.032
C: 0.3725 -3.0552 1.1487  -2.257
C: 3.3148 -0.2074 -2.8574  -1.132
C: 1.1761 -0.0706 1.1758  0.376
C: -3.2706 0.0054 -0.0920  -1.782
C: 0.0670 -2.2108 -0.1679  2.488
C: -0.6958 0.3054 -0.7988  2.265
C: 3.7604 -1.3987 -0.5634  -1.533
C: -0.2349 -4.5055 1.3691  0.417
C: -0.7929 0.7641 -2.3042  -2.448
C: -0.4939 -4.6889 2.9568  -0.914
C: 0.5495 -0.6306 -0.2159  0.796
C: 0.1468 0.0201 2.3858  -1.225
H: 2.3409 7.9620 3.6215  0.370
H: 0.1607 -2.5079 2.1167  0.103
H: 0.2053 -4.0648 3.5738  0.261
H: 0.2940 3.8400 0.1789  0.384
H: 0.4283 -4.2479 -1.1670  0.609
H: 2.8189 6.5222 4.5420  0.352
H: -5.6099 -2.1247 -1.3465  0.314
H: -6.3153 -0.8762 0.9384  0.327
H: -4.4147 -4.3342 -1.0987  0.286
H: 4.7889 -0.9828 -0.7976  0.505
H: 2.4937 1.8523 3.1723  0.349
H: -0.8793 -0.1750 1.9414  0.214
H: 0.0403 1.0034 2.8980  0.412
H: -5.4002 -2.2001 0.7767  0.267
H: 4.4330 -0.1560 -2.7888  0.494
H: -0.4442 -2.7401 -3.2008  0.066
H: -3.2223 0.3401 0.9902  0.107
H: -5.6362 1.2301 0.2660  0.294
H: -3.4884 -4.8865 0.1378  0.268
H: -2.3108 -0.8379 -1.7572  0.395
H: -3.3271 1.0040 -0.6468  0.707
H: 3.6318 -1.3261 0.5428  0.172
H: 3.8377 -2.5065 -0.8052  0.240
H: 1.8167 -0.9472 1.5253  0.271
H: -1.5188 3.3349 -1.8114  0.359
H: 2.4270 1.5585 0.1128  0.233
H: 0.3327 -0.7512 3.1984  0.132
H: 2.7992 8.0250 1.0767  0.379
H: 3.5807 6.6266 0.3125  0.324
H: -3.6251 -3.6400 -2.9752  0.374
H: 1.1636 2.7317 2.2217  0.285
H: -6.5515 0.3251 -0.8434  0.283
H: 3.3309 0.6512 1.3137  0.379
H: 4.0538 7.6084 3.9263  0.353
H: 4.9662 5.7100 2.7245  0.333
H: 2.1800 5.8778 2.2270  0.128
H: 1.8705 -3.1905 -1.1676  0.326
H: 1.9698 -4.2819 -3.1363  0.429
H: 2.9792 2.9900 1.8717  0.365
H: -0.4086 -5.7715 3.2562  0.437
H: -1.5809 -4.4121 3.1389  0.225
H: -1.2124 -0.9053 -3.8491  0.590
H: 1.2242 -2.0577 -3.2149  -0.294
H: -0.2223 1.7420 -2.4383  0.957
H: 2.9548 0.8502 -2.9996  0.212
H: -1.2028 -4.7947 0.9105  -0.032
H: 3.0422 -0.9046 -3.6905  0.185
H: 1.0096 0.8818 -4.0249  0.324
H: -5.3618 -0.8493 -2.3072  0.269
H: -1.8798 1.0612 -2.4938  0.529
H: 4.5138 7.6717 1.3716  0.342



2.
Molecular formula: C23H51BrClFN2O7P
Method: DFT, ωB97M-V with the def2-TZVPD basis set

Computed properties:
LUMO energy in eV: -4.66
HOMO energy in eV: -11.2
Largest force on an atom in eV/A: 1.33
Net charge: +1
Total energy in a.u.: -5018.3244
Orbital gap in eV: 6.523

Each line ends with the Mulliken charge.
Atoms and positions in Å:
Br: 4.5214 -5.2802 -6.4067  -0.052
Cl: 4.1403 -4.7633 -0.9436  0.041
P: 8.9491 -5.9374 -3.0676  0.902
F: 1.3578 -1.4740 -4.3787  -0.304
O: 9.7105 -4.7873 -3.8864  -0.502
O: -6.1194 4.8523 1.9136  -0.513
O: 6.5946 -7.1498 0.1049  -0.355
O: -6.1034 9.4314 2.8780  -0.513
O: 9.2939 -5.7047 -1.5388  -0.472
O: 0.5201 -1.5207 -0.1626  -0.506
O: -1.7544 2.9984 2.1645  -0.568
N: 9.2100 -7.3766 -3.5263  -0.719
N: 5.0429 -5.0624 -2.3581  0.091
C: 6.1027 -7.7927 1.2965  0.237
C: -0.4390 -0.5591 0.3046  0.366
C: -6.8515 6.8570 0.7728  -1.236
C: -1.6059 -0.4751 -0.6657  -0.938
C: -8.2478 10.4486 2.3970  -1.213
C: -6.4352 11.7227 3.5879  -1.275
C: -3.0864 2.9577 4.1847  -1.423
C: -6.6950 5.3462 0.7022  0.531
C: 5.2501 -5.2845 -4.6805  0.086
C: 1.4026 -2.7389 -3.8149  -0.337
C: 2.8448 -3.1862 -3.8037  -0.093
C: 6.9166 -9.0431 1.5772  -1.299
C: -7.0740 10.3612 3.3613  0.365
C: 6.3598 -5.3004 -2.1789  -0.286
C: -2.8112 2.3083 2.8377  0.600
C: -4.0599 2.2846 1.9707  -0.811
C: -8.0255 4.6591 0.4348  -1.374
C: 2.9908 -4.7068 -3.6686  -1.840
C: 6.5967 -5.5460 -4.5293  -0.376
C: 4.4382 -5.0321 -3.5647  0.767
C: 7.1742 -5.5450 -3.2639  -0.212
C: 4.6218 -8.1061 1.1586  -1.137
C: 0.2185 0.7945 0.5038  -1.012
H: 3.3269 -2.7317 -2.9405  0.362
H: 6.7491 -5.3172 -1.1772  0.675
H: 6.4877 -7.7821 -0.6159  0.321
H: 7.2184 -5.7544 -5.3855  0.485
H: -8.6957 9.4657 2.2472  0.279
H: 3.3720 -2.8495 -4.6891  0.347
H: 2.4943 -5.0807 -2.7795  0.438
H: -8.7319 4.8720 1.2416  0.339
H: -5.5981 11.6415 4.2814  0.315
H: 2.5615 -5.2425 -4.5031  0.506
H: 4.2317 -8.5657 2.0656  0.423
H: -2.4472 1.2903 2.9919  0.261
H: -7.1543 12.4364 3.9918  0.378
H: 6.5868 -9.5275 2.4957  0.405
H: -2.1833 2.9719 4.7958  0.380
H: -5.7783 9.7606 2.0335  0.346
H: -8.4647 4.9979 -0.5042  0.376
H: -4.4068 3.3002 1.7728  -0.031
H: -7.5193 7.1374 1.5901  0.245
H: 1.0263 -2.6310 -2.8026  0.143
H: 0.6190 1.1689 -0.4438  0.328
H: -2.0696 -1.4539 -0.7970  0.331
H: -6.0460 12.1215 2.6471  0.338
H: -0.7900 -0.9393 1.2642  0.282
H: -3.8490 1.8150 1.0073  0.181
H: -5.9873 5.0874 -0.0871  0.268
H: 8.9261 -4.9023 -1.1455  0.334
H: 7.9744 -8.7998 1.6722  0.329
H: -7.8963 3.5773 0.3888  0.348
H: 6.8160 -9.7574 0.7557  0.358
H: -2.3628 0.2242 -0.3102  0.119
H: 4.0490 -7.1997 0.9591  0.186
H: -1.2608 -0.1378 -1.6477  0.279
H: 0.8505 -1.1975 -1.0068  0.265
H: 4.4529 -8.7945 0.3254  0.333
H: -0.4917 1.5247 0.8923  0.164
H: -7.2580 7.2554 -0.1587  0.419
H: 6.2509 -7.0718 2.1004  0.261
H: -4.8690 1.7360 2.4547  0.382
H: 1.0530 0.7164 1.2019  0.318
H: -9.0164 11.1276 2.7680  0.408
H: -2.0461 3.9040 2.0144  0.344
H: 9.8856 -7.4026 -4.2832  0.287
H: -5.8909 7.3321 0.9681  0.293
H: -7.9122 10.8092 1.4207  0.318
H: -3.8670 2.4244 4.7285  0.373
H: -7.4164 9.9578 4.3148  0.257
H: 9.1993 -3.9696 -3.9263  0.359
H: 0.7463 -3.3786 -4.3972  0.330
H: -6.7210 5.0684 2.6339  0.304
H: -3.4091 3.9927 4.0468  0.292



Look up the orbital gap of the first one. 7.586 eV